The following is a DFT calculation (ωB97M-V/def2-TZVPD) of a structure of composition C6H14O3Se4Ti.

```
! RIJCOSX wB97M-V def2-TZVPD def2/J DEFGRID3
* xyz 2 1
Ti 1.62 0.08 0.33
C 1.77 3.18 0.37
O 1.15 1.95 0.85
C 0.59 2.09 2.17
C -0.28 0.87 2.39
O 0.53 -0.25 1.96
C -0.10 -1.55 2.03
C 0.93 -2.51 1.47
O 1.39 -1.92 0.23
C 2.21 -2.84 -0.54
H 1.09 4.01 0.55
H 1.93 3.08 -0.70
H 2.71 3.34 0.89
H -0.02 3.00 2.22
H 1.39 2.15 2.91
H -1.19 0.92 1.78
H -0.56 0.77 3.44
H -1.00 -1.55 1.41
H -0.35 -1.80 3.06
H 0.48 -3.48 1.28
H 1.78 -2.63 2.15
H 1.70 -3.79 -0.61
H 3.18 -2.96 -0.05
H 2.33 -2.42 -1.54
Se 3.89 -0.08 1.11
Se 4.43 1.14 -0.86
Se 3.26 0.10 -2.59
Se 1.01 0.46 -1.99
*
```

## Properties
HOMO level in eV: -15.36
LUMO level in eV: -8.727
Gap between HOMO and LUMO in eV: 6.636